(1)
# C6H18InO8P2

A structure of composition C6H18InO8P2 in a non-equilibrium geometry (ωB97M-V/def2-TZVPD, OMol25).

Geometry (Å):
In (-0.945, -1.383, 0.505)
C (-1.631, 3.135, -2.317)
O (-2.555, 2.083, -2.734)
P (-2.143, 0.620, -2.969)
O (-1.360, -0.079, -1.914)
O (-1.393, 0.634, -4.353)
C (-0.961, -0.533, -5.075)
O (-3.478, -0.149, -3.218)
C (-4.566, 0.323, -4.031)
H (-2.046, 3.591, -1.425)
H (-1.543, 3.849, -3.132)
H (-0.633, 2.733, -2.137)
H (-1.746, -0.776, -5.809)
H (-0.843, -1.394, -4.418)
H (-0.048, -0.258, -5.596)
H (-4.332, 1.262, -4.532)
H (-5.439, 0.468, -3.382)
H (-4.799, -0.459, -4.757)
C (3.554, 0.822, 2.095)
O (2.899, 0.595, 3.345)
P (1.993, -0.627, 3.702)
O (0.985, -1.014, 2.695)
O (1.521, -0.229, 5.101)
C (0.266, -0.684, 5.683)
O (3.069, -1.737, 4.022)
C (3.633, -2.653, 3.091)
H (3.242, 1.825, 1.766)
H (3.275, 0.079, 1.352)
H (4.626, 0.885, 2.309)
H (-0.191, -1.472, 5.088)
H (-0.394, 0.184, 5.736)
H (0.499, -1.032, 6.687)
H (4.158, -3.419, 3.664)
H (4.444, -2.129, 2.539)
H (2.882, -3.061, 2.420)

Calculated values
- HOMO level: -19.05 eV
- Charge: +3
- Kohn-Sham gap: 1.82 eV
- Energy above the lowest of the compared OMol25 structures with the same formula, charge and spin: 34.70 kcal per mole

***

(2)
# C4H7NOS

The molecule C4H7NOS in a non-equilibrium geometry (ωB97M-V/def2-TZVPD, OMol25).

Geometry (Å):
C (-1.580, 1.242, -0.353)
S (-0.022, 1.526, 0.316)
C (0.641, -0.170, -0.091)
C (0.165, -1.159, 0.950)
O (0.403, -0.448, -1.438)
C (2.030, 0.016, 0.122)
N (3.168, -0.060, 0.108)
H (-2.081, 2.113, -0.838)
H (-2.379, 0.950, 0.313)
H (-1.653, 0.578, -1.191)
H (-0.829, -1.357, 1.025)
H (0.659, -2.159, 0.934)
H (0.225, -0.782, 1.996)
H (1.253, -0.289, -1.854)

Calculated values
- HOMO level: -9.18 eV
- Structure (SMILES): CS[C@@](C)(O)C#N
- Charge: 0
- Kohn-Sham gap: 9.87 eV
- Energy above the lowest of the compared OMol25 structures with the same formula, charge and spin: 43.80 kcal per mole

***

(3)
# C23H35BrN2O7

A cluster of 3 separate species, C23H35BrN2O7 in total in a non-equilibrium geometry (ωB97M-V/def2-TZVPD, OMol25).

Geometry (Å):
C (3.691, -0.538, 0.673)
O (2.318, -0.835, 0.551)
C (1.541, 0.304, 0.164)
C (0.464, 0.495, 1.243)
C (-0.512, 1.666, 0.970)
C (-1.572, 1.734, 2.097)
C (-3.005, 1.951, 1.579)
Br (-4.220, 1.868, 3.129)
C (-3.068, 3.362, 1.104)
N (-3.158, 4.420, 0.677)
C (-3.376, 0.951, 0.414)
C (-3.295, 1.694, -0.880)
N (-3.242, 2.127, -1.942)
C (-4.791, 0.343, 0.450)
C (-4.955, -0.926, 1.325)
C (-3.761, -1.898, 1.328)
C (-3.546, -2.675, 0.030)
O (-3.546, -1.880, -1.163)
C (-2.322, -1.476, -1.555)
C (-2.263, -0.927, -2.970)
O (-1.343, -1.500, -0.862)
H (3.894, 0.040, 1.590)
H (4.070, 0.010, -0.201)
H (4.277, -1.454, 0.731)
H (1.030, 0.045, -0.773)
H (2.201, 1.181, 0.054)
H (0.891, 0.666, 2.239)
H (-0.144, -0.420, 1.272)
H (0.037, 2.596, 0.905)
H (-0.933, 1.488, -0.028)
H (-1.534, 0.801, 2.672)
H (-1.298, 2.563, 2.755)
H (-2.573, 0.214, 0.362)
H (-5.556, 1.074, 0.725)
H (-5.030, 0.060, -0.579)
H (-5.818, -1.471, 0.913)
H (-5.257, -0.649, 2.337)
H (-2.869, -1.356, 1.665)
H (-3.963, -2.648, 2.103)
H (-2.649, -3.290, 0.140)
H (-4.384, -3.373, -0.076)
H (-1.447, -0.205, -3.025)
H (-3.184, -0.380, -3.189)
H (-2.075, -1.719, -3.697)
O (1.937, 3.300, 0.095)
C (1.505, 4.097, -0.692)
C (2.273, 5.201, -1.388)
C (1.151, 6.089, -1.917)
C (0.024, 5.089, -2.125)
O (0.221, 4.091, -1.109)
H (2.864, 4.762, -2.193)
H (2.919, 5.723, -0.688)
H (1.408, 6.639, -2.821)
H (0.866, 6.814, -1.152)
H (0.074, 4.603, -3.101)
H (-0.960, 5.534, -2.003)
O (5.283, -2.943, -0.743)
C (5.325, -4.010, -0.207)
C (4.492, -5.228, -0.545)
C (4.686, -6.107, 0.686)
C (6.068, -5.687, 1.160)
O (6.187, -4.301, 0.800)
H (4.897, -5.690, -1.446)
H (3.452, -4.954, -0.697)
H (4.606, -7.174, 0.488)
H (3.942, -5.848, 1.442)
H (6.866, -6.244, 0.662)
H (6.189, -5.789, 2.237)

Calculated values
- HOMO level: -8.79 eV
- Structure (SMILES): COCCCC[C@@](Br)(C#N)[C@H](C#N)CCCCOC(C)=O.O=C1CCCO1.O=C1CCCO1
- Charge: 0
- Kohn-Sham gap: 9.24 eV
- Energy above the lowest of the compared OMol25 structures with the same formula, charge and spin: 0.00 kcal per mole

***

Number 1: lowest unoccupied orbital energy -0.6330 hartree. Number 2: lowest unoccupied orbital energy 0.0253 hartree. Number 3: lowest unoccupied orbital energy 0.0164 hartree.